No. 1
Density functional theory data (ωB97M-V with the def2-TZVPD basis set) for a structure of composition C31H54MnN3OP2.

Its expectation value of S² is 8.771. Its HOMO energy (spin up / spin down) is -8.85 / -8.87 eV. The HOMO-LUMO gap (spin up / spin down) is 6.829 / 5.843 eV. The value obtained for the LUMO energy (spin up / spin down) is -2.02 / -3.02 eV.

Geometry as ORCA input:
```
! wB97M-V def2-TZVPD RIJCOSX def2/J DEFGRID3
* xyz 1 6
C 2.29 -1.27 -1.08
C 1.68 0.84 -1.93
C 3.13 -1.52 -2.15
C 2.36 0.52 -3.13
C 3.11 -0.64 -3.24
H 3.78 -2.39 -2.09
H 2.31 1.24 -3.95
H 3.69 -0.90 -4.13
N 1.51 -0.18 -1.01
P 0.58 -2.34 0.94
P 0.65 2.62 0.00
C 2.20 -2.29 0.05
H 2.40 -3.30 -0.35
H 2.98 -2.09 0.82
C 1.29 2.17 -1.60
H 1.50 2.93 -2.38
C -1.20 3.39 0.23
C 2.03 3.94 0.29
C -0.45 -3.59 -0.09
C 1.01 -3.15 2.62
C -2.16 2.39 0.89
H -1.77 2.02 1.85
H -3.11 2.91 1.10
H -2.39 1.53 0.26
C -1.20 4.62 1.14
H -0.89 4.37 2.16
H -0.58 5.45 0.78
H -2.23 5.00 1.21
C -1.74 3.73 -1.15
H -2.75 4.15 -1.06
H -1.13 4.47 -1.69
H -1.81 2.84 -1.78
C 2.01 4.38 1.76
H 2.26 3.54 2.41
H 2.77 5.17 1.88
H 1.04 4.77 2.08
C 3.42 3.35 0.00
H 3.59 2.42 0.55
H 3.59 3.15 -1.07
H 4.19 4.08 0.33
C 1.79 5.13 -0.67
H 2.03 4.86 -1.70
H 0.76 5.51 -0.65
H 2.46 5.95 -0.37
C -0.29 -3.55 3.32
H -0.05 -3.94 4.32
H -0.96 -2.68 3.45
H -0.84 -4.34 2.79
C 1.73 -2.12 3.51
H 2.68 -1.79 3.07
H 1.10 -1.25 3.73
H 1.97 -2.62 4.46
C 1.96 -4.35 2.47
H 2.90 -4.07 1.98
H 2.19 -4.71 3.48
H 1.52 -5.19 1.93
C -0.31 -3.20 -1.57
H 0.69 -3.43 -1.97
H -1.04 -3.78 -2.16
H -0.52 -2.14 -1.73
C -1.91 -3.48 0.35
H -2.33 -2.51 0.09
H -2.51 -4.23 -0.20
H -2.07 -3.61 1.43
C 0.00 -5.05 0.06
H 1.06 -5.19 -0.18
H -0.23 -5.45 1.06
H -0.59 -5.64 -0.66
Mn 0.07 -0.02 0.55
C 1.52 0.63 1.48
O 2.38 0.79 2.27
N -2.23 -0.58 -0.65
C -2.80 -0.70 -1.68
C -3.02 -0.33 -3.13
C -2.11 0.85 -3.47
C -2.68 -1.52 -4.01
C -4.47 0.07 -3.34
H -2.50 1.77 -3.02
H -1.08 0.72 -3.11
H -2.08 1.03 -4.55
H -3.23 -2.40 -3.69
H -2.96 -1.30 -5.05
H -1.61 -1.73 -4.01
H -4.69 0.14 -4.42
H -5.16 -0.64 -2.88
H -4.66 1.07 -2.92
C -1.43 0.14 4.89
C -0.97 0.05 3.53
N -0.76 0.00 2.38
H -0.58 0.36 5.56
H -1.87 -0.82 5.18
H -2.18 0.93 4.98
*
```

=====

No. 2
Density functional theory data (ωB97M-V with the def2-TZVPD basis set) for a structure of composition C31H54N3O9PtS4.

Its expectation value of S² is 2.004. Its HOMO energy (spin up / spin down) is -10.14 / -10.14 eV. The HOMO-LUMO gap (spin up / spin down) is 7.946 / 6.765 eV. The value obtained for the LUMO energy (spin up / spin down) is -2.20 / -3.38 eV.

Geometry as ORCA input:
```
! wB97M-V def2-TZVPD RIJCOSX def2/J DEFGRID3
* xyz 1 3
Pt -24.58 -12.12 -11.39
C -20.89 -9.62 -10.58
C -21.89 -10.56 -9.91
C -22.45 -10.05 -8.59
O -22.81 -11.12 -10.80
H -20.29 -9.00 -9.90
H -21.50 -8.92 -11.17
H -20.23 -10.20 -11.21
H -21.33 -11.49 -9.71
H -23.30 -10.56 -8.14
H -22.84 -9.03 -8.80
H -21.71 -9.77 -7.84
C -27.13 -10.70 -6.18
C -26.82 -9.34 -6.77
C -26.81 -9.38 -8.28
S -26.85 -11.18 -8.72
O -25.74 -11.50 -9.63
O -28.19 -11.57 -9.08
C -26.46 -11.76 -7.05
H -28.20 -10.91 -6.28
H -26.82 -10.75 -5.14
H -25.80 -9.11 -6.46
H -27.43 -8.58 -6.26
H -25.79 -9.16 -8.61
H -27.54 -8.92 -8.94
H -25.37 -11.85 -6.96
H -26.85 -12.76 -6.88
C -21.61 -14.39 -15.68
C -20.75 -13.11 -15.81
C -21.26 -12.05 -14.87
S -23.08 -12.24 -14.81
O -23.71 -11.38 -15.79
O -23.55 -12.15 -13.43
C -23.06 -13.99 -15.35
H -21.27 -15.06 -14.89
H -21.53 -15.00 -16.58
H -20.64 -12.73 -16.83
H -19.69 -13.29 -15.58
H -21.00 -11.02 -15.13
H -20.97 -12.17 -13.82
H -23.63 -13.98 -16.28
H -23.61 -14.67 -14.71
C -21.30 -15.40 -9.08
C -22.21 -16.63 -8.91
C -23.66 -16.24 -9.18
S -23.78 -14.48 -8.74
O -24.60 -14.27 -7.57
O -24.12 -13.83 -10.01
C -21.99 -14.22 -8.37
H -21.12 -15.15 -10.12
H -20.36 -15.55 -8.56
H -22.06 -17.12 -7.95
H -21.93 -17.47 -9.55
H -24.42 -16.88 -8.72
H -23.96 -16.26 -10.23
H -21.74 -14.17 -7.31
H -21.78 -13.24 -8.79
C -24.75 -7.61 -14.27
C -24.06 -6.94 -13.09
C -24.24 -7.95 -11.95
S -25.83 -8.86 -12.21
O -26.90 -8.42 -11.34
O -25.54 -10.29 -12.24
C -26.08 -8.22 -13.92
H -24.10 -8.43 -14.63
H -24.82 -7.03 -15.19
H -24.45 -5.94 -12.88
H -22.99 -6.76 -13.24
H -24.07 -7.73 -10.89
H -23.42 -8.67 -12.08
H -26.82 -7.43 -13.86
H -26.43 -9.08 -14.48
N -20.83 -6.01 -10.01
C -21.06 -5.12 -11.05
C -20.70 -3.88 -10.68
C -20.30 -3.93 -9.32
C -20.30 -5.26 -8.98
H -21.13 -6.96 -10.09
H -21.43 -5.54 -11.97
H -20.73 -2.96 -11.26
H -20.00 -3.13 -8.67
H -20.15 -5.66 -7.99
N -18.36 -9.29 -12.85
C -17.99 -8.08 -13.38
C -17.24 -8.23 -14.49
C -17.14 -9.66 -14.68
C -17.82 -10.26 -13.65
H -18.81 -9.32 -11.95
H -18.24 -7.20 -12.80
H -16.70 -7.46 -15.02
H -16.72 -10.11 -15.56
H -17.98 -11.32 -13.51
N -24.30 -9.56 -3.81
C -23.64 -9.82 -4.98
C -23.03 -11.07 -4.84
C -23.41 -11.57 -3.58
C -24.11 -10.58 -2.95
H -24.77 -8.69 -3.63
H -23.50 -9.13 -5.80
H -22.25 -11.35 -5.53
H -23.25 -12.59 -3.25
H -24.66 -10.68 -2.03
*
```

=====

No. 3
Density functional theory data (ωB97M-V with the def2-TZVPD basis set) for a structure of composition C31H54N6OPdS3Sb.

Its HOMO energy (spin up / spin down) is -15.31 / -15.28 eV. The HOMO-LUMO gap (spin up / spin down) is 4.050 / 3.957 eV. The value obtained for the LUMO energy (spin up / spin down) is -11.26 / -11.33 eV.

Geometry as ORCA input:
```
! wB97M-V def2-TZVPD RIJCOSX def2/J DEFGRID3
* xyz 3 1
Pd 0.31 0.22 0.24
C -2.75 -2.64 4.83
C -1.38 -1.97 4.71
N -1.49 -0.65 4.14
C -1.25 -0.28 2.90
S -0.67 -1.48 1.73
N -1.49 0.97 2.57
N -1.14 1.45 1.41
C -1.53 2.61 0.96
C -2.50 3.46 1.70
C -1.00 3.03 -0.33
C -1.42 4.22 -0.94
C -0.91 4.55 -2.18
C 0.00 3.70 -2.79
C 0.38 2.55 -2.12
N -0.10 2.23 -0.92
H -2.65 -3.59 5.34
H -3.19 -2.80 3.85
H -3.43 -2.02 5.41
H -0.72 -2.58 4.09
H -0.94 -1.86 5.71
H -1.90 0.05 4.74
H -2.70 3.03 2.68
H -3.44 3.51 1.16
H -2.13 4.48 1.81
H -2.15 4.86 -0.46
H -1.22 5.46 -2.68
H 0.42 3.94 -3.76
H 1.09 1.85 -2.54
C 3.52 -0.94 -2.67
S 2.51 -0.44 -1.24
O 1.08 -0.73 -1.70
C 2.96 -1.84 -0.21
C 4.07 -1.73 0.63
C 4.53 -2.86 1.27
C 3.90 -4.09 1.07
C 2.77 -4.17 0.28
C 2.29 -3.04 -0.36
H 3.21 -1.92 -2.99
H 4.56 -0.95 -2.34
H 3.39 -0.21 -3.46
H 4.57 -0.78 0.74
H 5.39 -2.80 1.92
H 4.31 -4.98 1.52
H 2.27 -5.12 0.16
H 1.42 -3.08 -1.01
C -1.01 -4.98 -2.20
C -1.57 -3.91 -3.09
C -2.99 -4.13 -3.51
Sb -1.49 -1.86 -1.98
C -3.53 -1.62 -0.98
C -3.59 -0.22 -0.43
C -3.75 -2.69 0.06
C -1.60 -0.33 -3.65
C -0.56 -0.66 -4.69
C -3.00 -0.28 -4.21
H -0.99 -5.92 -2.75
H -1.62 -5.13 -1.31
H 0.02 -4.76 -1.91
H -0.92 -3.71 -3.94
H -3.64 -4.36 -2.67
H -3.02 -5.00 -4.17
H -3.40 -3.30 -4.07
H -4.22 -1.75 -1.81
H -2.77 -0.04 0.28
H -4.53 -0.08 0.11
H -3.54 0.54 -1.21
H -3.01 -2.62 0.86
H -3.72 -3.69 -0.37
H -4.73 -2.56 0.50
H -1.36 0.61 -3.15
H -0.79 -1.59 -5.21
H 0.43 -0.75 -4.25
H -0.52 0.12 -5.45
H -3.30 -1.22 -4.66
H -3.05 0.48 -5.00
H -3.73 0.00 -3.45
C 2.33 4.92 4.21
C 1.20 4.50 3.29
N 1.26 3.08 2.92
C 2.10 2.55 2.04
S 2.07 0.82 1.85
N 2.95 3.29 1.35
C 3.95 2.77 0.44
C 5.28 2.53 1.14
H 2.22 5.98 4.45
H 3.30 4.77 3.77
H 2.29 4.37 5.15
H 1.20 5.09 2.37
H 0.24 4.65 3.78
H 0.74 2.44 3.50
H 3.07 4.25 1.63
H 4.07 3.50 -0.37
H 3.56 1.83 0.01
H 5.68 3.46 1.53
H 6.00 2.13 0.44
H 5.16 1.83 1.96
*
```

=====

no.,strongest force on any atom (eV/Å),calculated total energy (eV)
1,9.38,-89431.5906
2,3.31,-102495.3494
3,4.54,-86507.2839